Entry 1:
# C10H40N3O8

A 9-piece molecular cluster, C10H40N3O8 overall at a distorted geometry (ωB97M-V/def2-TZVPD, the Open Molecules 2025 dataset).

Geometry as XYZ:
```
61
Properties=species:S:1:pos:R:3:forces:R:3
N -0.489 0.716 0.802 0.04 0.06 -0.25
H 0.349 1.307 0.706 -0.08 0.20 0.32
H -0.901 0.614 -0.161 -0.63 -0.18 -0.14
H -1.144 1.174 1.454 0.48 -0.41 -0.61
H -0.073 -0.143 1.217 0.41 -0.71 0.54
C -2.968 0.441 -1.911 0.49 0.50 0.84
O -1.628 0.734 -1.682 0.45 0.30 0.06
H -3.379 0.930 -2.809 0.11 -0.35 -0.33
H -3.126 -0.647 -1.917 -0.31 -0.04 -0.38
H -3.613 0.843 -1.104 -0.09 -0.15 0.15
C 1.707 -2.027 1.290 0.12 -0.57 0.48
O 1.184 -1.030 2.080 0.01 0.27 -0.55
H 1.316 -2.060 0.256 0.24 0.24 -0.29
H 2.812 -2.073 1.252 0.17 0.57 -0.35
H 1.539 -3.070 1.641 -0.54 0.00 0.32
O 2.957 0.982 3.061 0.32 -0.03 0.07
H 2.393 0.381 2.518 -0.38 -0.48 0.31
H 2.592 1.856 2.927 -0.15 -0.05 -0.01
O -0.669 3.408 -1.249 0.14 0.01 0.23
H -0.971 2.488 -1.452 -0.29 -0.37 -0.20
H -1.440 3.829 -0.860 -0.06 -0.03 -0.13
O 0.001 -1.283 -2.813 0.22 -0.14 0.17
H -0.285 -1.074 -3.705 -0.08 0.08 0.04
H -0.445 -0.604 -2.259 -0.34 0.23 -0.24
O -2.046 2.423 2.271 -0.36 0.57 0.49
H -2.065 3.312 1.899 0.02 -0.08 -0.07
H -1.962 2.553 3.223 0.00 -0.09 -0.04
C 3.061 1.337 -0.380 1.37 -0.21 0.45
C 2.930 2.634 0.414 -0.44 0.08 -0.03
C 3.288 3.801 -0.497 -0.09 0.91 -0.02
O 3.123 5.098 0.071 -0.52 0.05 0.20
C 3.891 5.404 1.211 -0.03 -0.56 -0.30
N 1.569 2.663 0.948 -1.24 1.19 -0.26
H 4.133 1.121 -0.447 -0.04 -0.09 -0.34
H 2.659 1.398 -1.391 -0.21 0.08 0.07
H 2.646 0.484 0.156 -0.27 0.14 0.01
H 3.586 2.668 1.283 0.27 -0.41 -0.18
H 2.643 3.836 -1.376 -0.13 -0.24 0.06
H 4.319 3.760 -0.873 0.10 -0.49 0.17
H 4.895 4.975 1.107 0.20 0.38 0.01
H 3.493 4.991 2.147 -0.24 -0.01 -0.07
H 3.882 6.490 1.271 0.33 0.01 0.16
H 0.921 3.161 0.330 0.25 -0.25 -0.47
H 1.387 3.161 1.816 0.80 -0.02 0.12
C -1.280 -5.086 1.004 0.20 1.00 1.21
C -1.492 -4.167 -0.187 -0.15 -0.26 -0.11
C -2.827 -4.540 -0.804 -0.05 -1.26 -0.03
O -2.997 -3.946 -2.075 -0.24 0.84 0.69
C -4.328 -3.891 -2.514 -0.02 -1.42 -1.02
N -1.589 -2.772 0.198 -0.04 0.73 -0.03
H -1.246 -6.145 0.759 -0.05 0.00 -0.07
H -2.032 -4.857 1.769 -0.39 -0.39 -0.29
H -0.385 -4.795 1.563 0.32 -0.19 -0.43
H -0.661 -4.340 -0.883 -0.25 -0.06 -0.32
H -3.639 -4.389 -0.080 0.01 1.05 -0.13
H -2.926 -5.636 -0.899 0.51 -0.09 -0.40
H -4.830 -4.828 -2.230 -0.22 0.16 0.14
H -4.261 -3.949 -3.605 -0.16 0.30 0.01
H -4.972 -3.048 -2.254 0.51 0.25 0.49
H -0.690 -2.334 0.377 0.13 -0.45 0.34
H -1.918 -2.240 -0.606 -0.16 -0.14 -0.02
```
Positions in Å, forces in eV/Å.

Output
molar mass	330.4	g/mol
net charge	-1
HOMO energy	-4.10	eV
HOMO-LUMO gap	0.23133	hartree

Entry 2:
# C4H13N2O

A 2-piece molecular cluster, C4H13N2O overall at a distorted geometry (ωB97M-V/def2-TZVPD, the Open Molecules 2025 dataset).

Geometry as XYZ:
```
20
Properties=species:S:1:pos:R:3:forces:R:3
C 1.029 -0.272 -1.649 -1.34 -0.58 -2.06
C -0.449 -0.198 -1.139 1.18 -0.77 0.49
C -0.480 -0.843 0.257 -0.79 1.85 -1.75
C -0.448 0.000 1.262 0.50 0.61 0.00
N -0.534 -0.502 2.643 4.19 -2.38 -1.25
N 1.631 -1.555 -1.277 -2.69 -0.16 0.40
H 1.667 0.498 -1.276 0.10 0.71 0.75
H 1.033 -0.084 -2.778 -0.15 -0.31 1.24
H -1.138 -0.799 -1.751 0.39 0.31 -0.14
H -0.795 0.828 -1.086 -0.01 -0.05 -0.13
H -0.694 -1.884 0.217 0.12 -0.74 0.79
H -0.190 1.064 1.159 -0.51 -0.66 0.15
H -0.330 0.139 3.341 0.44 2.19 1.50
H -1.429 -0.844 2.856 -1.37 -1.44 0.34
H 0.351 -1.189 2.724 -3.01 1.02 0.13
H 1.124 -2.336 -1.729 0.63 0.62 0.21
H 2.535 -1.519 -1.615 2.31 -0.50 -0.73
H -0.314 3.226 0.303 2.82 1.73 2.30
H -1.668 3.429 -0.199 0.02 -0.25 -0.27
O -0.901 2.842 -0.263 -2.81 -1.19 -1.97
```
Positions in Å, forces in eV/Å.

Output
molar mass	105.2	g/mol
net charge	+1
HOMO energy	-12.56	eV
HOMO-LUMO gap	0.32805	hartree

Entry 3:
# C39H60BCaClN13O2

C39H60BCaClN13O2 as an isolated structure at a distorted geometry (ωB97M-V/def2-TZVPD, the Open Molecules 2025 dataset).

Geometry as XYZ:
```
117
Properties=species:S:1:pos:R:3:forces:R:3
Ca 0.524 0.226 -0.279 -0.85 0.53 -0.07
C 1.024 3.048 -2.621 0.14 0.02 0.02
C -0.164 2.706 -3.513 -0.11 -0.04 -0.01
C 0.035 3.291 -4.908 0.07 0.04 -0.06
C -0.447 1.224 -3.587 0.10 0.17 0.16
C -0.577 0.458 -4.747 0.01 0.00 -0.07
C -0.850 -0.823 -4.321 -0.05 -0.27 0.13
C -0.958 -2.023 -5.231 0.06 0.15 -0.11
C -2.349 -2.641 -5.380 -0.07 -0.02 0.00
C 0.101 -3.083 -4.936 0.04 -0.06 0.02
N -0.896 -0.811 -2.972 0.09 0.25 0.31
N -0.627 0.462 -2.507 -0.18 -0.54 -0.30
B -1.301 -1.996 -2.027 0.02 0.02 -0.04
N -0.058 -2.734 -1.443 0.01 0.39 0.25
N 0.906 -2.021 -0.782 -0.15 -0.86 -0.60
C 1.771 -2.900 -0.302 0.20 0.12 0.20
C 1.375 -4.203 -0.624 -0.05 -0.06 -0.06
C 0.202 -4.055 -1.337 -0.13 0.02 -0.07
C -0.725 -5.127 -1.833 0.04 0.02 0.03
C 0.038 -6.268 -2.497 0.05 -0.09 0.05
C -1.579 -5.639 -0.671 -0.03 -0.03 0.08
C 2.973 -2.469 0.488 -0.05 0.16 0.07
C 3.031 -3.185 1.836 0.04 -0.08 0.04
C 4.256 -2.664 -0.316 0.06 -0.07 0.00
N -2.218 -1.534 -0.852 0.25 0.05 0.19
N -1.621 -1.025 0.277 -0.24 -0.32 -0.45
C -2.492 -1.158 1.261 0.08 0.14 0.27
C -3.689 -1.721 0.787 -0.01 0.00 -0.03
C -3.479 -1.939 -0.557 0.14 -0.04 -0.26
C -4.501 -2.394 -1.570 -0.12 0.09 0.18
C -4.575 -1.428 -2.754 0.02 0.02 -0.08
C -4.396 -3.856 -2.009 0.03 -0.04 -0.01
C -2.129 -0.782 2.671 -0.03 0.08 -0.03
C -3.356 -0.451 3.516 -0.05 -0.05 0.06
C -1.336 -1.921 3.318 -0.04 -0.11 0.05
H 1.209 4.124 -2.650 0.02 -0.01 -0.01
H 0.884 2.787 -1.573 -0.07 -0.03 -0.08
H 1.931 2.534 -2.951 -0.03 0.01 -0.05
H -1.052 3.189 -3.091 0.02 0.03 -0.02
H 0.903 2.847 -5.402 0.01 0.00 0.03
H -0.833 3.133 -5.549 -0.03 -0.01 0.02
H 0.208 4.366 -4.835 -0.01 -0.01 0.00
H -0.465 0.773 -5.771 0.00 0.02 0.01
H -0.714 -1.592 -6.208 -0.01 -0.08 -0.03
H -2.647 -3.213 -4.502 0.02 0.02 -0.02
H -3.110 -1.879 -5.558 0.02 0.01 -0.01
H -2.347 -3.323 -6.234 0.00 0.00 0.00
H -0.035 -3.524 -3.952 -0.03 0.00 0.02
H 0.045 -3.886 -5.675 0.01 0.02 -0.02
H 1.106 -2.657 -4.963 -0.01 0.03 -0.01
H -1.909 -2.766 -2.699 0.01 0.03 0.04
H 1.865 -5.125 -0.356 0.00 0.01 -0.01
H -1.393 -4.682 -2.569 0.00 -0.01 -0.06
H 0.686 -6.771 -1.774 -0.01 0.01 -0.01
H -0.656 -7.013 -2.893 0.00 0.01 0.00
H 0.667 -5.912 -3.313 -0.02 0.03 -0.01
H -0.945 -6.099 0.091 0.01 0.00 -0.03
H -2.128 -4.825 -0.193 0.01 0.02 -0.03
H -2.299 -6.387 -1.015 -0.01 0.01 -0.01
H 2.870 -1.399 0.684 -0.03 -0.06 -0.05
H 3.188 -4.260 1.705 0.01 0.02 -0.02
H 3.851 -2.794 2.443 0.01 -0.01 -0.02
H 2.105 -3.052 2.397 -0.01 0.04 -0.02
H 4.409 -3.722 -0.549 0.00 0.01 -0.01
H 4.218 -2.105 -1.252 -0.03 0.01 0.01
H 5.121 -2.319 0.256 -0.01 0.00 0.01
H -4.600 -1.902 1.332 0.00 -0.01 0.00
H -5.447 -2.310 -1.025 -0.03 -0.01 -0.05
H -3.614 -1.336 -3.259 -0.01 -0.01 0.02
H -5.307 -1.772 -3.489 -0.02 -0.01 0.03
H -4.869 -0.429 -2.423 0.01 -0.01 0.04
H -3.504 -4.046 -2.601 0.03 0.01 -0.01
H -4.372 -4.524 -1.147 -0.02 0.02 0.01
H -5.262 -4.118 -2.621 -0.01 0.01 0.01
H -1.488 0.101 2.625 -0.01 -0.03 -0.05
H -4.000 -1.328 3.628 0.01 0.00 0.00
H -3.055 -0.137 4.517 0.03 -0.01 -0.01
H -3.961 0.347 3.080 0.02 0.02 -0.03
H -1.980 -2.799 3.431 0.02 0.00 0.01
H -0.481 -2.205 2.705 -0.02 0.04 -0.03
H -0.972 -1.634 4.307 -0.02 0.01 0.00
C -3.645 1.638 0.173 0.06 0.01 -0.03
N -4.633 2.654 -0.220 0.08 0.05 0.03
C -4.806 3.568 0.913 0.00 -0.01 0.04
N -3.555 4.215 1.324 -0.01 -0.07 -0.10
C -2.595 3.158 1.673 0.01 -0.02 0.01
N -2.362 2.235 0.561 -0.03 0.01 0.05
C -1.874 3.005 -0.580 0.18 0.08 0.00
N -2.801 4.065 -0.993 -0.08 -0.05 0.07
C -4.074 3.423 -1.335 0.02 0.01 -0.02
C -3.025 4.939 0.163 0.00 0.01 -0.02
H -3.470 0.953 -0.660 -0.02 0.00 -0.02
H -4.043 1.065 1.008 -0.02 0.01 0.03
H -5.205 3.006 1.761 0.00 -0.01 0.01
H -5.528 4.340 0.637 -0.01 0.02 -0.01
H -2.977 2.595 2.527 -0.02 0.01 0.01
H -1.645 3.617 1.956 0.01 0.01 0.00
H -1.729 2.316 -1.410 -0.02 -0.01 0.00
H -0.912 3.456 -0.320 -0.01 0.01 0.01
H -3.909 2.748 -2.179 0.00 -0.01 -0.02
H -4.790 4.192 -1.634 -0.02 0.01 0.01
H -3.732 5.723 -0.117 -0.02 0.00 -0.01
H -2.078 5.407 0.437 0.02 -0.01 0.02
Cl 4.871 3.195 -0.645 -0.11 -0.25 0.13
C 4.284 1.720 0.225 0.28 0.29 -0.01
C 2.861 1.420 -0.188 -0.27 -0.05 -0.35
O 1.925 2.080 0.328 0.19 0.04 -0.08
O 2.677 0.479 -1.017 0.43 0.32 0.23
H 4.338 1.936 1.288 0.01 0.01 0.00
H 4.940 0.902 -0.050 0.03 0.03 -0.01
N 0.948 -0.053 1.992 0.22 -0.10 0.54
C 1.487 -0.084 3.017 0.10 -0.04 0.44
C 2.130 -0.141 4.260 0.04 -0.01 -0.11
C 1.353 -0.265 5.442 0.24 0.03 -0.37
N 0.693 -0.367 6.384 -0.02 0.00 0.06
C 3.551 -0.115 4.282 -0.42 -0.06 0.11
N 4.707 -0.112 4.289 0.05 0.03 -0.04
```
Positions in Å, forces in eV/Å.

Output
molar mass	829.3	g/mol
net charge	-1
HOMO energy	-5.39	eV
HOMO-LUMO gap	0.28080	hartree

Entry 4:
# C5H6N

C5H6N as an isolated structure at a distorted geometry (ωB97M-V/def2-TZVPD, the Open Molecules 2025 dataset).

Geometry as XYZ:
```
12
Properties=species:S:1:pos:R:3:forces:R:3
C 1.457 -0.606 -0.380 1.70 0.50 0.13
C 1.530 0.714 -0.233 -0.44 0.91 -1.62
C -1.935 0.124 -0.398 -2.50 3.92 0.01
C 0.292 -0.766 0.463 0.14 -4.48 4.34
C 0.219 0.755 0.616 1.72 -1.62 -1.70
N -0.759 -0.076 -0.112 0.31 1.79 0.35
H 1.996 -1.373 -0.849 0.61 -0.57 -0.93
H 2.019 1.484 -0.888 -0.33 -0.66 1.22
H -2.389 1.213 -0.305 1.22 -2.29 -0.43
H -2.570 -0.620 -0.703 -1.43 -2.01 -0.58
H 0.288 -2.309 1.507 -0.41 3.72 -2.30
H -0.149 1.460 1.282 -0.58 0.80 1.51
```
Positions in Å, forces in eV/Å.

Output
molar mass	80.1	g/mol
net charge	+1
HOMO energy	-14.67	eV
HOMO-LUMO gap	0.33351	hartree